{
  "formula": "C5H10O",
  "method": "the ωB97M-V functional and the def2-TZVPD basis",
  "species": ["C", "O", "C", "C", "C", "C", "H", "H", "H", "H", "H", "H", "H", "H", "H", "H"],
  "positions_angstrom": [[-1.96573, -0.42118, 0.51391], [-0.55340, -0.46940, 0.66595], [0.17141, 0.90262, 0.90938], [1.46559, 0.74665, 0.32353], [1.39463, 0.28774, -1.12143], [0.57570, -0.90767, -0.87099], [-2.26096, 0.31461, -0.25003], [-2.31209, -1.41443, 0.21679], [-2.43725, -0.15498, 1.46641], [-0.50889, 1.59797, 0.38885], [0.15590, 1.08065, 1.98683], [2.24241, 0.29714, 0.93924], [2.38913, 0.03440, -1.50272], [0.91639, 1.00473, -1.79984], [-0.34729, -1.12260, -1.40990], [1.07444, -1.77627, -0.45599]],
  "forces_ev_per_a": [[-0.2, 0.0, 0.0], [0.1, -0.1, -0.1], [0.0, 0.2, 0.0], [0.0, 0.0, 0.2], [-0.1, -0.1, -0.1], [-0.1, -0.1, -0.1], [0.1, -0.1, 0.1], [0.0, 0.1, 0.0], [0.1, 0.0, -0.1], [0.1, -0.1, 0.1], [0.0, 0.0, -0.2], [-0.1, 0.1, -0.1], [-0.1, 0.0, 0.1], [0.1, -0.1, 0.1], [0.1, 0.1, 0.1], [-0.1, 0.2, 0.0]],
  "orbital_gap_ev": 7.322,
  "e_lumo_ev": 0.8,
  "total_energy_ev": -7389.735,
  "de_lowest_ev": 5.030,
  "max_force_ev_per_a": 0.224,
  "homo_ev": -6.55
}